Molecular formula: C42H57Br4N2O5W
Method: DFT, the ωB97M-V functional and the def2-TZVPD basis

Frontier orbital gap (alpha / beta) = 5.3139 / 5.3072 eV
E = -339686.072 eV
Energy above the lowest of the compared OMol25 structures with the same formula, charge and spin = 0.0 kJ/mol
HOMO (alpha / beta) = -10.54 / -10.54 eV
Charge = +1

Each line ends with the Mulliken charge.
Cartesian coordinates (Å):
1 W -2.42433 -7.43612 20.05643  2.14
2 C -3.76018 -7.49744 17.06365  -0.96
3 N -2.38410 -7.54087 17.64499  0.40
4 C -1.90178 -8.87623 17.14402  -1.07
5 C -1.55842 -6.46030 16.98875  -1.23
6 C -0.32832 -6.16448 17.84329  -1.07
7 N -0.68944 -5.89315 19.29950  0.69
8 C -1.21366 -4.44702 19.44990  -1.15
9 C -2.46918 -4.05122 18.70731  0.15
10 C -2.34241 -2.96560 17.81425  -0.25
11 C -3.47154 -2.45040 17.20945  -0.87
12 C -4.71618 -3.02884 17.56935  -0.26
13 C -4.94949 -4.07931 18.39407  -0.04
14 C -3.72043 -4.69148 18.89196  0.26
15 O -3.76563 -5.82756 19.59938  -1.00
16 C -6.43814 -4.42949 18.54064  1.83
17 C -7.16936 -3.22819 19.17035  -1.49
18 C -6.58590 -5.63425 19.49071  -1.97
19 C -7.04278 -4.85986 17.14712  -1.38
20 C -3.49767 -1.32543 16.19184  1.53
21 C -4.57775 -0.26326 16.62371  -1.36
22 C -2.09609 -0.64529 15.98981  -1.88
23 C -4.03032 -1.91967 14.82967  -1.37
24 C 0.63695 -5.90350 19.97185  -2.02
25 C 0.64185 -6.19665 21.44284  0.55
26 C 1.91436 -6.40502 21.99435  -0.52
27 C 2.06833 -6.95845 23.23722  -0.25
28 C 0.93233 -7.09292 24.03616  -0.41
29 C -0.34827 -6.75285 23.64843  0.08
30 C -0.50232 -6.47718 22.23512  -0.29
31 O -1.68283 -6.56759 21.64727  0.93
32 C -1.44758 -6.67842 24.69450  1.66
33 C -0.91428 -6.38654 26.10542  -1.81
34 C -2.39857 -5.51156 24.33102  -1.39
35 C -2.25646 -7.99510 24.65583  -0.99
36 C 3.37607 -7.51291 23.74015  1.65
37 C 3.11817 -9.02000 24.04390  -1.32
38 C 4.50864 -7.33196 22.69392  -1.93
39 C 3.72187 -6.75839 25.07623  -1.44
40 H -3.69150 -7.39447 15.96959  0.52
41 H -4.31557 -6.62885 17.39787  0.12
42 H -4.31834 -8.40583 17.35100  0.32
43 H -1.68568 -8.81620 16.07657  0.52
44 H -2.68865 -9.62709 17.34290  0.29
45 H -0.95202 -9.18310 17.60638  0.26
46 H -2.16279 -5.57281 16.81052  0.22
47 H -1.26610 -6.87374 16.01265  0.76
48 H 0.34625 -5.35811 17.45807  0.42
49 H 0.27702 -7.09473 17.88955  0.63
50 H -0.40915 -3.76547 19.07122  0.50
51 H -1.26643 -4.29221 20.50200  0.51
52 H -1.34865 -2.56311 17.61849  0.64
53 H -5.57585 -2.57813 17.07709  0.01
54 H -6.73670 -3.02394 20.17606  0.38
55 H -8.24050 -3.46437 19.29835  0.44
56 H -7.09728 -2.28976 18.59709  0.23
57 H -6.10682 -5.44429 20.43876  0.36
58 H -6.22743 -6.58186 19.01036  0.09
59 H -7.67475 -5.76418 19.68216  0.60
60 H -7.12971 -4.07115 16.37875  0.32
61 H -8.06130 -5.32568 17.31882  0.42
62 H -6.40513 -5.64164 16.69556  0.23
63 H -4.40662 0.08181 17.67435  0.30
64 H -5.56255 -0.75522 16.64141  0.37
65 H -4.62192 0.59968 15.94646  0.42
66 H -1.71444 -0.22747 16.95161  0.36
67 H -2.21331 0.19867 15.28079  0.42
68 H -1.33021 -1.31925 15.53960  0.32
69 H -5.05331 -2.31808 14.93527  0.27
70 H -3.37619 -2.70390 14.44979  0.31
71 H -4.02972 -1.14214 14.03949  0.42
72 H 1.09095 -4.93134 19.77545  0.75
73 H 1.24457 -6.66222 19.46190  0.63
74 H 2.81986 -6.19461 21.41592  0.68
75 H 1.09254 -7.50196 25.02755  0.09
76 H -0.42008 -5.38973 26.16008  0.37
77 H -0.18117 -7.13020 26.49676  0.36
78 H -1.78693 -6.37823 26.82706  0.39
79 H -1.84328 -4.56123 24.31833  0.39
80 H -3.22903 -5.42672 25.07341  0.40
81 H -2.82636 -5.64523 23.31747  -0.05
82 H -1.56005 -8.84911 24.87200  0.25
83 H -2.67589 -8.07801 23.62131  -0.21
84 H -3.10854 -8.01458 25.34801  0.51
85 H 2.71671 -9.50643 23.12848  0.27
86 H 2.38006 -9.12671 24.84273  0.33
87 H 4.05351 -9.56326 24.30133  0.40
88 H 4.25600 -7.72355 21.66941  0.36
89 H 5.43292 -7.83967 23.03244  0.39
90 H 4.80567 -6.27170 22.61060  0.39
91 H 2.96642 -6.95577 25.87935  0.26
92 H 3.80729 -5.68173 24.87224  0.35
93 H 4.71384 -7.07116 25.44216  0.45
94 Br -6.12633 -13.15330 21.32723  -0.15
95 C -5.66710 -11.34177 21.23346  0.15
96 C -6.10664 -10.45104 22.22837  0.37
97 Br -7.24868 -11.10673 23.56564  -0.13
98 C -5.57809 -9.15867 22.31223  -0.43
99 Br -6.28235 -7.90522 23.52308  -0.09
100 C -4.52047 -8.86171 21.47456  0.53
101 O -3.71405 -7.84705 21.63076  0.27
102 C -4.31233 -9.62097 20.30702  -0.29
103 O -3.56399 -9.04475 19.39037  0.12
104 C -4.78694 -10.92078 20.26665  -0.73
105 Br -3.93965 -12.00236 18.97292  -0.10
106 C -1.23747 -9.85967 21.38072  -1.13
107 C -0.92496 -8.81525 20.29243  0.65
108 O 0.08481 -8.88611 19.58393  -0.57
109 H -1.68210 -10.72990 20.84736  0.20
110 H -1.91851 -9.58224 22.19223  -0.05
111 H -0.24760 -10.16905 21.76026  0.50